1.
A cluster of 10 separate species, C24H47F10N22O12P in total in a non-equilibrium geometry. Source: the OMol25 dataset; level of theory: ωB97M-V with the def2-TZVPD basis set.

Calculated values
* charge: 0
* SMILES string: [H]/N=C(/C)Cc1c(C(F)(F)F)c(C(F)(F)C(F)(F)C(F)(F)F)c(N)c2nc(P(=O)(O)O)cnc12.NC(N)=O.NC(N)=O.NC(N)=O.NC(N)=O.NC(N)=O.NC(N)=O.NC(N)=O.NC(N)=O.NC(N)=O
* electronic energy: -119459.282 eV

Geometry as XYZ:
```
116
C24H47F10N22O12P, DFT ωB97M-V with the def2-TZVPD basis set
H 1.54455 -5.78168 0.59486
N 2.57149 -5.85810 0.76295
C 3.19429 -5.16087 -0.24066
C 4.86317 -5.09732 -0.16140
C 2.46547 -4.36459 -1.48126
C 1.19093 -3.40041 -0.98500
C -0.40579 -3.89445 -1.07053
C -0.84549 -5.41618 -1.58746
F 0.20024 -6.44904 -1.47738
F -1.96737 -5.99462 -0.75031
F -1.25728 -5.38286 -3.03434
C -1.56415 -2.76568 -0.61333
C -3.20467 -3.07794 -0.71891
F -4.00172 -1.82186 -1.00718
F -3.54516 -3.88516 -1.95480
C -3.86296 -3.70975 0.63044
F -5.04152 -2.84965 1.03153
F -4.48061 -5.07573 0.43445
C -2.91448 -3.78498 1.95603
F -1.75135 -4.69725 1.86994
F -3.78914 -4.37444 3.04140
F -2.52816 -2.43359 2.51162
C -1.06273 -1.27758 -0.03328
N -2.04974 -0.20403 0.47561
C 0.53851 -0.82149 0.07198
N 0.81517 0.57442 0.60637
C 2.29441 0.77882 0.66398
P 2.90422 2.48274 1.37813
O 3.54123 2.30862 2.83269
O 4.22959 2.96298 0.29682
O 1.70407 3.74058 1.28712
C 3.44359 -0.26757 0.21992
N 3.13530 -1.61420 -0.34901
C 1.65493 -1.90230 -0.41282
H 5.34115 -6.11411 0.18430
H 5.18401 -4.17545 0.50994
H 5.22288 -4.81220 -1.26343
H 3.31808 -3.67982 -1.96291
H 2.14792 -5.08109 -2.38284
H -1.81860 0.72826 0.02397
H -1.82363 -0.08963 1.48778
H 5.09255 3.00470 0.81270
H 1.08145 3.55938 2.05193
H 4.57913 0.04001 0.34646
N -1.57448 2.52704 -3.60820
C -2.34524 2.66650 -2.51456
N -3.66813 2.66325 -2.75919
O -1.88203 2.78613 -1.39127
H -1.93744 2.42728 -4.54113
H -0.57253 2.52434 -3.46813
H -4.28384 2.76579 -1.96318
H -4.06846 2.56590 -3.67698
N -3.15519 7.96712 -1.11989
C -2.36118 6.91175 -1.37541
N -2.91831 5.71623 -1.11035
O -1.22723 7.02915 -1.81246
H -4.09146 7.89044 -0.75993
H -2.77414 8.88573 -1.30564
H -2.35427 4.89568 -1.28872
H -3.85037 5.59937 -0.75023
N 4.82785 -3.10974 4.86130
C 4.56708 -3.79413 3.73296
N 3.71952 -4.82714 3.88927
O 5.05934 -3.50161 2.65465
H 4.43219 -3.33543 5.75828
H 5.46127 -2.32432 4.78752
H 3.49657 -5.36868 3.06449
H 3.30405 -5.08348 4.76890
N 2.16546 5.17860 -2.55520
C 2.68378 5.38774 -3.77879
N 2.00580 6.27552 -4.52852
O 3.68789 4.81839 -4.17661
H 1.33970 5.63787 -2.20991
H 2.64555 4.51747 -1.95858
H 2.36249 6.46194 -5.45657
H 1.17718 6.75439 -4.21844
N -5.47448 9.01394 -3.62820
C -6.24524 9.15340 -2.53456
N -7.56813 9.15015 -2.77919
O -5.78203 9.27303 -1.41127
H -5.83744 8.91418 -4.56113
H -4.47253 9.01124 -3.48813
H -8.18384 9.25268 -1.98318
H -7.96846 9.05280 -3.69698
N 2.04450 1.35135 6.13962
C 1.72545 2.29404 7.04465
N 1.66152 3.54382 6.55082
O 1.51115 2.03650 8.21870
H 2.22445 1.54400 5.16877
H 2.10323 0.39692 6.47002
H 1.42435 4.28342 7.19889
H 1.83462 3.77561 5.58729
N 1.89424 8.97664 -1.75209
C 3.15737 9.43505 -1.81471
N 4.02330 8.60537 -2.42438
O 3.49090 10.51615 -1.35577
H 1.60052 8.08933 -2.12417
H 1.21064 9.57059 -1.30101
H 4.98470 8.91241 -2.49279
H 3.76758 7.71142 -2.80850
N -5.87793 -9.08817 -0.30456
C -4.61980 -9.40334 -0.66138
N -3.82308 -8.34452 -0.89383
O -4.23231 -10.55643 -0.76567
H -6.21544 -8.14487 -0.21341
H -6.51041 -9.85603 -0.12041
H -2.86788 -8.53774 -1.16498
H -4.12390 -7.38792 -0.81318
N 1.80248 -8.50969 2.18660
C 2.59649 -9.56507 1.93108
N 2.03937 -10.76058 2.19613
O 3.73044 -9.44766 1.49402
H 0.86622 -8.58637 2.54656
H 2.18354 -7.59108 2.00084
H 2.60340 -11.58113 2.01776
H 1.10731 -10.87745 2.55625
```

2.
A cluster of 2 separate species, C4H8O2 in total in a non-equilibrium geometry. Source: the OMol25 dataset; level of theory: ωB97M-V with the def2-TZVPD basis set.

Calculated values
* charge: 0
* energy relative to the best compared isomer or geometry (same formula, charge and spin): 5.651 eV

Geometry as XYZ:
```
14
C4H8O2, DFT ωB97M-V with the def2-TZVPD basis set
C -2.07148 -0.56888 -0.46220
C -0.73551 -0.40389 -1.17897
O 0.32295 -0.09405 -0.33799
C 2.06810 1.15959 0.66855
C 1.63100 0.15177 1.52763
O 1.46447 -1.01298 1.08363
H -2.35870 0.35402 0.05208
H -1.99125 -1.36455 0.28510
H -2.86847 -0.83603 -1.16611
H -0.49082 -1.31232 -1.75771
H -0.79598 0.40420 -1.93239
H 2.11375 2.19540 1.00124
H 2.46094 0.90765 -0.30727
H 1.25099 0.42008 2.52440
```

3.
An isolated molecule of C4H5N3. Source: the OMol25 dataset; level of theory: ωB97M-V with the def2-TZVPD basis set.

Calculated values
* charge: 0
* energy relative to the best compared isomer or geometry (same formula, charge and spin): 4.002 eV

Geometry as XYZ:
```
12
C4H5N3, DFT ωB97M-V with the def2-TZVPD basis set
N 0.10563 -1.84880 -0.59961
C -0.01880 -0.32610 -0.19607
C -0.91426 0.37170 -0.99657
N -1.05243 1.70429 -0.63274
C -0.39097 2.15013 0.42594
N 0.48612 1.48666 1.20013
C 0.69057 0.21222 0.86546
H 0.82245 -2.00465 -1.31955
H 0.25164 -2.54674 0.14351
H -0.79491 -2.06227 -1.05253
H -0.58072 3.18828 0.71777
H 1.41977 -0.33155 1.46843
```